Formula: C13H12FeN2O2Te4
Source: OMol25
Level of theory: ωB97M-V/def2-TZVPD

Summary:
Energy above the lowest of the compared OMol25 structures with the same formula, charge and spin, eV: 0.0000
Expectation value of S²: 6.022
2S+1: 5
Highest occupied orbital energy (alpha / beta), eV: -0.65 / -0.86
Total charge: -2
Total energy, hartree: -3098.37618
LUMO energy (alpha / beta), eV: 4.4 / 4.4

Each line ends with the Mulliken charge.
Element x y z (Å)
Fe (-0.9478, 1.2689, -1.6295)  0.6394
O (1.4583, 1.1182, -1.3563)  -0.4795
N (1.8673, 1.1678, -0.1840)  -0.3322
N (0.9219, 1.2194, 0.7078)  0.9101
O (-0.3626, 1.2028, 0.4161)  -0.7869
C (1.2895, 1.2945, 2.0595)  0.2130
C (2.6290, 1.2913, 2.4631)  -0.3419
C (2.9373, 1.3609, 3.8088)  -0.3775
C (1.9369, 1.4355, 4.7717)  -0.4934
C (0.6114, 1.4395, 4.3610)  -0.3875
C (0.2812, 1.3695, 3.0175)  -0.4927
H (3.4037, 1.2347, 1.7139)  0.4141
H (3.9781, 1.3580, 4.1125)  0.3314
H (2.1892, 1.4914, 5.8234)  0.3458
H (-0.1807, 1.5000, 5.0979)  0.3286
H (-0.7419, 1.3759, 2.6714)  0.4275
Te (-3.5842, 1.1767, -0.8659)  -0.4386
Te (-4.7341, 2.8019, -2.6914)  -0.2479
Te (-3.1266, 4.9657, -2.4277)  -0.2623
Te (-0.7227, 3.7459, -2.7863)  -0.5634
C (-0.6905, -0.2482, -3.0675)  -2.0854
C (-0.6711, -1.5699, -2.4592)  1.1838
C (0.5265, -2.1498, -1.9913)  -0.3841
C (0.5449, -3.3868, -1.3702)  -0.4931
C (-0.6288, -4.1096, -1.1811)  -0.4235
C (-1.8240, -3.5523, -1.6266)  -0.4287
C (-1.8481, -2.3165, -2.2494)  -0.3781
H (-1.5367, -0.0873, -3.7392)  0.5127
H (0.2521, 0.0291, -3.5423)  0.4633
H (1.4469, -1.5889, -2.1125)  0.2854
H (1.4902, -3.7911, -1.0206)  0.3262
H (-0.6143, -5.0751, -0.6884)  0.3360
H (-2.7571, -4.0864, -1.4762)  0.3356
H (-2.7933, -1.8856, -2.5593)  0.3436



Formula: C13H12LiNSbSe4
Source: OMol25
Level of theory: ωB97M-V/def2-TZVPD

Summary:
Energy above the lowest of the compared OMol25 structures with the same formula, charge and spin, eV: 0.3271
Highest occupied orbital energy (alpha / beta), eV: -4.80 / -4.78
Total charge: -1
Total energy, hartree: -10410.92892
LUMO energy (alpha / beta), eV: 0.7 / 0.9

Each line ends with the Mulliken charge.
Element x y z (Å)
Li (0.2218, 0.7212, 0.6011)  0.9068
C (-0.3825, -3.1668, -3.6259)  -0.3063
C (0.5713, -2.1985, -3.2437)  -0.6964
C (0.3732, -1.4622, -2.1135)  -0.4981
C (-0.7721, -1.6197, -1.2875)  0.6776
C (-0.9365, -0.7999, -0.1117)  -1.0529
C (-2.0672, -1.0988, 0.6185)  -0.0703
C (-3.0090, -2.0941, 0.2720)  -0.7244
C (-2.8443, -2.8377, -0.8589)  -0.6550
C (-1.7037, -2.6139, -1.6733)  0.9355
C (-1.4901, -3.3689, -2.8540)  -0.7909
H (-0.2332, -3.7491, -4.5276)  0.3582
H (1.4513, -2.0347, -3.8520)  0.3850
H (1.1095, -0.7238, -1.8234)  0.3739
H (-2.2645, -0.5445, 1.5351)  0.3003
H (-3.8716, -2.2653, 0.9068)  0.3315
H (-3.5609, -3.6000, -1.1438)  0.3216
H (-2.2271, -4.1127, -3.1358)  0.3128
Se (0.4681, 5.2462, -2.8143)  -0.3438
Sb (1.0852, 2.9338, -2.0761)  0.9000
Se (2.5520, 2.3278, -3.8019)  -0.5935
Se (-1.1612, 1.7621, -2.1802)  -0.2363
Se (1.6222, 2.8665, 0.2693)  -0.7434
C (2.8414, 2.8811, 4.1126)  -0.9390
C (1.3840, 2.5835, 4.4643)  -0.2183
C (0.8079, 1.5978, 3.5530)  0.2488
N (0.3657, 0.8177, 2.8383)  -0.5168
H (3.2263, 3.6610, 4.7685)  0.3115
H (2.9290, 3.2183, 3.0811)  0.2094
H (3.4594, 1.9924, 4.2299)  0.2886
H (0.7724, 3.4844, 4.3931)  0.2261
H (1.2830, 2.1967, 5.4798)  0.2980



Formula: C13H12N2S2
Source: OMol25
Level of theory: ωB97M-V/def2-TZVPD

Summary:
Energy above the lowest of the compared OMol25 structures with the same formula, charge and spin, eV: 3.9374
Highest occupied orbital energy, eV: -6.89
Total charge: 0
Total energy, hartree: -1408.32477
LUMO energy, eV: -2.8

Each line ends with the Mulliken charge.
Element x y z (Å)
C (1.8180, -0.6758, 0.7497)  0.0100
C (1.7485, 0.0550, 1.9505)  0.3725
N (1.6393, 0.7030, 2.9262)  -0.6029
C (2.4144, -0.0910, -0.4346)  1.0352
C (2.6133, -0.8671, -1.6097)  -0.5045
C (3.1786, -0.2826, -2.7427)  -0.5605
C (3.5399, 1.0742, -2.7365)  -0.4449
C (3.3811, 1.8398, -1.5701)  -0.5628
C (2.8220, 1.2715, -0.4260)  -0.4940
C (1.5095, -2.0461, 0.7922)  0.0146
N (1.2854, -3.1997, 0.8319)  -0.6313
H (2.3467, -1.9288, -1.5949)  0.3561
H (3.3666, -0.9014, -3.6220)  0.3678
H (3.9242, 1.5378, -3.6473)  0.3641
H (3.7269, 2.8749, -1.5361)  0.3647
H (2.7243, 1.8578, 0.4949)  0.3691
C (-4.3244, -0.4498, 0.9550)  -0.4781
C (-3.6444, 0.0215, -0.3185)  -0.6912
S (-1.9097, -0.4941, -0.5595)  0.0369
C (-1.2178, -0.0443, 0.8996)  -0.1777
S (-1.8550, -0.5738, 2.3648)  0.0310
C (-3.5889, -0.0265, 2.2144)  -0.6565
H (-5.3245, -0.0005, 0.9833)  0.3044
H (-4.4656, -1.5341, 0.9373)  0.2984
H (-4.1464, -0.3878, -1.2032)  0.3546
H (-3.6351, 1.1147, -0.3785)  0.3808
H (-0.3017, 0.5406, 0.8698)  0.4055
H (-3.5586, 1.0639, 2.3050)  0.3777
H (-4.0664, -0.4515, 3.1048)  0.3608



Formula: C13H12O5PRu
Source: OMol25
Level of theory: ωB97M-V/def2-TZVPD

Summary:
Energy above the lowest of the compared OMol25 structures with the same formula, charge and spin, eV: 0.0000
Expectation value of S²: 8.766
2S+1: 6
Highest occupied orbital energy (alpha / beta), eV: -13.47 / -17.25
Total charge: +2
Total energy, hartree: -1314.08290
LUMO energy (alpha / beta), eV: -7.6 / -11.8

Each line ends with the Mulliken charge.
Element x y z (Å)
O (0.7827, 0.0246, -5.6508)  -0.1430
C (0.9869, 0.0306, -4.5220)  0.1254
Ru (-0.0691, -0.0097, -0.1624)  0.3654
O (2.6256, 0.0048, -1.6922)  -0.1685
C (1.7041, -0.0031, -1.0053)  0.1888
C (-1.8448, -0.0208, 0.6394)  0.2856
O (-2.9361, -0.0193, 1.0136)  -0.2420
C (-0.0541, -1.9586, -0.2475)  0.2737
O (-0.1169, -3.1033, -0.3961)  -0.2123
C (-0.1464, 1.9341, -0.3107)  0.1584
O (-0.2232, 3.0738, -0.4728)  -0.2033
H (-0.8182, -0.0292, -1.6170)  0.2539
C (-0.0325, -2.1718, 2.7561)  -1.1858
P (0.7336, -0.3462, 2.6323)  0.6665
C (0.7930, 1.6179, 2.5824)  -1.1549
C (0.9813, -0.3102, 4.3779)  -0.1832
C (2.2186, -0.8549, 4.7599)  0.2250
C (2.4627, -1.0612, 6.1053)  -0.6721
C (1.4664, -0.7504, 7.0476)  -0.5229
C (0.2107, -0.2642, 6.6454)  -0.2886
C (-0.0485, -0.0547, 5.2969)  -0.3399
H (-0.9142, -2.3871, 2.1393)  0.3878
H (-0.2193, -2.4397, 3.7998)  0.3939
H (0.7962, -2.7881, 2.3921)  0.4347
H (1.1146, 2.0421, 3.5509)  0.4065
H (1.5667, 1.8136, 1.8376)  0.4366
H (-0.1551, 2.0488, 2.2555)  0.3142
H (2.9158, -1.1512, 3.9744)  0.4897
H (3.4267, -1.4594, 6.4294)  0.4624
H (1.6761, -0.8898, 8.0985)  0.4740
H (-0.5529, -0.0489, 7.3959)  0.4635
H (-1.0317, 0.2521, 4.9377)  0.5105